# 1
The following is a DFT calculation (wB97M-V/def2-TZVPD) of a structure of composition C28H35N5OP2Sn in a non-equilibrium geometry.

Summary:
E_LUMO (spin up / spin down)	-6.38 / -6.70	eV
frontier orbital gap (spin up / spin down)	6.33 / 6.01	eV
HOMO energy (spin up / spin down)	-12.707 / -12.712	eV
2S+1	1
net charge	+2
energy above the lowest of the compared OMol25 structures with the same formula, charge and spin	0.0	kcal/mol

```
72
C28H35N5OP2Sn wB97M-V/def2-TZVPD
Sn -0.412 -2.581 0.265
C -2.055 -3.264 -0.985
C -2.302 -2.038 -1.642
C -3.184 -0.978 -1.149
C -3.386 -0.959 0.404
C -2.156 -1.296 1.192
C -1.964 -2.542 1.858
C -2.579 -3.863 1.451
C -3.071 -3.868 -0.013
C 1.593 -2.266 0.940
H -1.405 -3.994 -1.515
H -2.091 -2.018 -2.714
H -4.170 -1.070 -1.637
H -2.812 0.006 -1.481
H -3.699 0.074 0.648
H -4.259 -1.577 0.696
H -1.605 -0.447 1.598
H -1.590 -2.488 2.884
H -3.399 -4.155 2.129
H -1.774 -4.616 1.613
H -3.184 -4.909 -0.320
H -4.046 -3.382 -0.143
H 2.354 -2.800 0.358
H 1.637 -2.527 2.003
H 1.750 -1.186 0.834
P 0.993 1.277 1.638
P 1.574 1.333 -1.940
N 0.033 0.658 3.069
N 1.016 2.900 2.212
N 1.498 -0.327 -1.945
N 1.829 1.738 -3.493
C -0.260 1.332 0.245
C 0.158 1.987 -1.110
C 0.386 -0.489 3.801
C -0.583 -0.725 4.765
C -1.581 0.288 4.626
C -1.186 1.123 3.587
C 1.878 3.290 3.261
C 1.711 4.642 3.471
C 0.715 5.112 2.554
C 0.287 4.024 1.808
C 2.495 -1.306 -1.781
C 1.966 -2.531 -2.127
C 0.641 -2.306 -2.621
C 0.374 -0.957 -2.499
C 1.018 1.460 -4.620
C 1.643 1.992 -5.725
C 2.905 2.548 -5.305
C 3.017 2.353 -3.947
H -1.168 1.821 0.633
H -0.567 0.283 0.058
H -0.677 1.842 -1.813
H 0.295 3.078 -0.981
H 1.321 -0.996 3.596
H -0.582 -1.524 5.492
H -2.474 0.394 5.218
H -1.634 2.021 3.187
H 2.515 2.557 3.737
H 2.226 5.234 4.206
H 0.330 6.109 2.463
H -0.461 3.921 1.032
H 3.436 -1.053 -1.328
H 2.428 -3.513 -2.018
H -0.026 -3.050 -3.047
H -0.497 -0.379 -2.784
H 0.084 0.922 -4.538
H 1.263 2.006 -6.739
H 3.624 3.054 -5.939
H 3.789 2.616 -3.242
O 5.098 0.962 -0.451
C 4.038 1.308 -0.834
N 2.921 1.714 -1.110
```

Löwdin atomic charge list, values in e, 4 entries: atom 1 (Sn): 1.43, atom 2 (C): -0.35, atom 3 (C): -0.15, atom 4 (C): -0.18

# 2
The following is a DFT calculation (wB97M-V/def2-TZVPD) of a cluster of 4 separate species, C28H35O8SSi in total in a non-equilibrium geometry.

Summary:
E_LUMO	-0.30	eV
frontier orbital gap	2.86	eV
HOMO energy	-3.158	eV
2S+1	1
net charge	-1

```
73
C28H35O8SSi wB97M-V/def2-TZVPD
C 5.902 -3.205 0.005
C 6.419 -1.730 -0.537
C 6.170 -1.703 -2.173
C 5.292 -0.413 -2.695
C 3.662 -0.768 -2.804
C 3.149 -0.839 -1.214
C 2.698 0.731 -0.861
S 3.591 1.137 0.776
O 4.895 1.908 0.331
O 2.722 1.969 1.749
Si 1.672 -2.061 -1.005
C 1.026 -1.798 0.832
C 0.245 -1.769 -2.311
C 2.364 -3.880 -1.260
H 6.086 -3.999 -0.856
H 4.743 -3.134 0.168
H 6.392 -3.546 1.011
H 7.582 -1.676 -0.278
H 5.886 -0.848 0.018
H 7.249 -1.581 -2.661
H 5.730 -2.715 -2.598
H 5.701 -0.061 -3.737
H 5.456 0.464 -1.901
H 3.081 0.072 -3.411
H 3.486 -1.811 -3.344
H 1.535 0.858 -0.789
H 3.144 1.469 -1.685
H 4.040 -0.090 1.360
H 0.710 -0.657 0.875
H 0.146 -2.544 1.025
H 1.921 -1.946 1.608
H 0.580 -2.095 -3.408
H -0.143 -0.661 -2.330
H -0.689 -2.437 -1.991
H 2.509 -4.453 -0.249
H 3.390 -3.764 -1.853
H 1.650 -4.484 -1.999
C -5.242 -2.354 2.449
C -4.577 -2.587 1.314
C -3.174 -2.158 1.146
O -2.565 -2.369 0.107
C -2.535 -1.464 2.282
C -3.201 -1.232 3.417
C -4.604 -1.660 3.585
O -5.213 -1.449 4.624
H -6.272 -2.661 2.588
H -5.031 -3.096 0.472
H -1.506 -1.157 2.143
H -2.747 -0.723 4.259
C -0.011 3.954 1.726
C -0.379 2.778 2.243
C -1.767 2.535 2.684
O -2.104 1.460 3.160
C -2.732 3.641 2.529
C -2.365 4.817 2.012
C -0.977 5.060 1.571
O -0.640 6.136 1.095
H 1.003 4.148 1.398
H 0.317 1.956 2.362
H -3.746 3.447 2.857
H -3.061 5.639 1.893
C -5.328 1.639 -0.161
C -5.155 1.085 -1.365
C -5.387 1.855 -2.603
O -5.231 1.348 -3.705
C -5.815 3.261 -2.459
C -5.988 3.815 -1.255
C -5.757 3.045 -0.017
O -5.913 3.552 1.085
H -5.164 1.089 0.757
H -4.841 0.056 -1.487
H -5.980 3.812 -3.377
H -6.303 4.844 -1.133
```

Löwdin atomic charge list, values in e, 4 entries: atom 1 (C): -0.16, atom 2 (C): -0.25, atom 3 (C): -0.22, atom 4 (C): -0.23

# 3
The following is a DFT calculation (wB97M-V/def2-TZVPD) of a structure of composition C28H36AsN2O4S6Tc in a non-equilibrium geometry.

Summary:
E_LUMO	-1.41	eV
frontier orbital gap	6.34	eV
HOMO energy	-7.754	eV
2S+1	1
energy above the lowest of the compared OMol25 structures with the same formula, charge and spin	28.3	kcal/mol

```
78
C28H36AsN2O4S6Tc wB97M-V/def2-TZVPD
Tc 1.163 1.151 -0.033
C 1.068 -5.204 0.481
C 0.292 -3.960 0.695
S 0.887 -2.555 1.616
C -0.925 -3.542 0.315
C -2.052 -4.160 -0.417
S -0.976 -1.897 0.985
H 2.130 -4.974 0.429
H 0.759 -5.671 -0.453
H 0.913 -5.913 1.296
H -1.722 -5.067 -0.916
H -2.437 -3.456 -1.152
H -2.862 -4.404 0.272
S 4.813 4.218 2.915
As 5.165 2.325 3.596
S 3.200 2.552 -0.170
S 2.376 2.370 1.641
S 3.595 0.994 2.719
C -2.137 5.306 1.165
C -1.296 4.515 0.235
C -0.882 4.740 -1.059
C -0.061 3.653 -1.404
N 0.010 2.814 -0.377
N -0.739 3.342 0.602
C 0.661 3.440 -2.683
H -2.538 6.176 0.655
H -1.542 5.642 2.014
H -2.961 4.707 1.549
H -1.126 5.573 -1.684
H -0.824 2.874 1.490
H 0.035 3.742 -3.519
H 0.928 2.393 -2.787
H 1.574 4.034 -2.705
O 0.070 0.971 5.680
C -1.022 0.485 5.073
C -2.016 -0.083 5.871
C -3.187 -0.548 5.312
C -3.392 -0.453 3.941
C -2.402 0.066 3.134
C -1.201 0.517 3.678
C -0.114 1.032 2.807
O 0.741 1.806 3.302
O -0.114 0.677 1.590
H 0.620 1.414 4.995
H -1.844 -0.126 6.936
H -3.951 -0.972 5.948
H -4.323 -0.780 3.506
H -2.544 0.133 2.066
C -1.529 0.287 -4.076
C -1.807 -0.678 -2.918
C -2.311 0.086 -1.693
C -0.565 -1.505 -2.666
C -0.564 -2.824 -3.087
C 0.557 -3.625 -2.963
C 1.718 -3.067 -2.469
C 1.777 -1.748 -2.045
C 3.137 -1.197 -1.667
C 3.264 -0.914 -0.170
C 3.488 0.026 -2.522
C 0.604 -0.958 -2.078
O 0.536 0.292 -1.629
H -2.394 0.923 -4.257
H -1.310 -0.268 -4.987
H -0.675 0.913 -3.834
H -2.597 -1.371 -3.235
H -1.665 0.934 -1.482
H -2.313 -0.563 -0.818
H -3.323 0.450 -1.867
H -1.460 -3.232 -3.531
H 0.534 -4.656 -3.283
H 2.616 -3.665 -2.410
H 3.878 -1.970 -1.908
H 2.355 -0.434 0.238
H 4.129 -0.281 0.024
H 3.369 -1.839 0.392
H 2.814 0.859 -2.334
H 3.428 -0.229 -3.579
H 4.500 0.359 -2.297
```

Löwdin atomic charge list, values in e, 4 entries: atom 1 (Tc): 1.03, atom 2 (C): -0.09, atom 3 (C): -0.68, atom 4 (S): 0.67

# 4
The following is a DFT calculation (wB97M-V/def2-TZVPD) of a structure of composition C28H36BrN5O4SSiV in a non-equilibrium geometry.

Summary:
E_LUMO (spin up / spin down)	-4.89 / -4.89	eV
frontier orbital gap (spin up / spin down)	5.64 / 5.64	eV
HOMO energy (spin up / spin down)	-10.536 / -10.536	eV
2S+1	3
net charge	+1
energy above the lowest of the compared OMol25 structures with the same formula, charge and spin	26.6	kcal/mol
expectation value of S²	2.05

```
77
C28H36BrN5O4SSiV wB97M-V/def2-TZVPD
V -1.249 -0.567 0.542
Br -0.607 -3.113 7.185
C -0.829 -1.922 5.805
C -1.717 -2.405 4.853
C -1.933 -1.652 3.731
C -1.111 -0.539 3.558
C -0.221 -0.063 4.540
C -0.069 -0.751 5.700
N -1.212 0.199 2.387
C -1.016 1.517 2.355
C -1.113 2.137 1.050
C -1.277 3.522 0.903
C -1.334 4.089 -0.345
C -1.242 3.237 -1.483
C -1.086 1.863 -1.306
N -1.053 1.321 -0.069
H -2.219 -3.331 5.042
H -2.628 -1.915 2.923
H 0.348 0.882 4.355
H 0.541 -0.462 6.549
H -0.984 2.168 3.244
H -1.409 4.088 1.799
H -1.454 5.155 -0.487
H -1.243 3.655 -2.472
H -0.980 1.155 -2.116
O -0.503 -1.445 -1.543
C 0.488 -2.200 -1.574
C 1.175 -2.844 -0.505
C 2.229 -3.599 -0.969
C 3.045 -4.387 -0.120
C 2.852 -4.245 1.271
C 1.784 -3.516 1.728
C 0.954 -2.752 0.906
O -0.014 -2.012 1.353
N 4.167 -5.204 -0.537
O 4.773 -5.730 0.419
O 4.550 -5.328 -1.741
H 0.838 -2.457 -2.584
H 2.371 -3.707 -2.027
H 3.570 -4.694 1.946
H 1.555 -3.570 2.815
C -6.432 -1.339 0.084
Si -4.943 -0.220 0.515
C -5.073 0.122 2.373
C -5.069 1.268 -0.619
C -3.242 -1.132 0.269
H -7.220 -0.673 -0.229
H -6.821 -1.910 0.935
H -6.263 -2.043 -0.728
H -6.030 0.556 2.585
H -4.288 0.798 2.774
H -5.066 -0.834 2.889
H -6.128 1.449 -0.794
H -4.560 1.095 -1.577
H -4.595 2.119 -0.143
H -3.194 -1.345 -0.824
H -3.318 -2.124 0.771
C 3.533 3.961 -3.999
N 3.797 3.221 -2.752
C 4.046 4.076 -1.615
C 3.378 1.910 -2.587
S 2.598 1.368 -1.243
N 3.658 1.106 -3.628
C 5.058 0.934 -4.098
C 2.811 -0.041 -3.911
H 2.648 4.590 -3.910
H 3.292 3.294 -4.829
H 4.401 4.591 -4.253
H 4.983 4.670 -1.812
H 4.124 3.484 -0.702
H 3.189 4.753 -1.427
H 5.705 1.599 -3.532
H 5.141 1.194 -5.159
H 5.374 -0.102 -3.933
H 1.805 0.124 -3.512
H 3.185 -0.955 -3.457
H 2.781 -0.141 -5.000
```

Löwdin atomic charge list, values in e, 4 entries: atom 1 (V): 0.97, atom 2 (Br): 0.85, atom 3 (C): -0.71, atom 4 (C): -0.13

# 5
The following is a DFT calculation (wB97M-V/def2-TZVPD) of a structure of composition C28H36MnN4O2P2 in a non-equilibrium geometry.

Summary:
E_LUMO (spin up / spin down)	-0.94 / -1.39	eV
frontier orbital gap (spin up / spin down)	7.17 / 6.99	eV
HOMO energy (spin up / spin down)	-8.109 / -8.376	eV
2S+1	6
energy above the lowest of the compared OMol25 structures with the same formula, charge and spin	35.7	kcal/mol
expectation value of S²	8.77

```
73
C28H36MnN4O2P2 wB97M-V/def2-TZVPD
Mn 1.384 -0.305 2.227
C -0.436 -4.609 -2.254
C -0.005 -3.363 -2.059
C -0.712 -2.228 -1.376
C -1.106 -2.362 0.090
C -2.506 -2.804 0.320
C -3.201 -3.674 -0.433
C -2.944 -4.051 -1.863
C -1.827 -5.127 -2.093
C 2.444 -1.244 3.758
H 0.286 -5.341 -2.619
H 1.075 -3.174 -2.141
H -1.587 -1.920 -1.941
H -0.024 -1.385 -1.426
H -0.396 -3.043 0.574
H -0.983 -1.390 0.606
H -2.950 -2.426 1.250
H -4.107 -4.159 -0.026
H -2.773 -3.205 -2.549
H -3.884 -4.520 -2.205
H -1.813 -5.857 -1.260
H -2.141 -5.686 -2.993
H 3.251 -1.828 3.321
H 1.641 -1.947 4.045
H 2.769 -0.596 4.582
P -0.249 1.179 1.988
P 2.000 0.686 -1.015
N -2.009 1.170 2.034
N 0.067 2.576 3.004
N 0.778 0.869 -2.369
N 3.215 1.603 -2.026
C -0.072 1.916 0.327
C 1.372 2.163 -0.123
C -2.819 0.290 2.750
C -4.149 0.670 2.581
C -4.158 1.823 1.735
C -2.840 2.106 1.417
C 0.763 2.600 4.213
C 0.627 3.880 4.731
C -0.143 4.655 3.812
C -0.465 3.835 2.745
C 0.619 -0.130 -3.338
C -0.237 0.312 -4.340
C -0.663 1.628 -3.977
C -0.037 1.942 -2.768
C 3.061 2.442 -3.140
C 4.256 3.109 -3.398
C 5.201 2.665 -2.411
C 4.541 1.751 -1.595
H -0.622 2.860 0.233
H -0.569 1.201 -0.343
H 1.431 3.071 -0.748
H 2.073 2.319 0.715
H -2.386 -0.524 3.314
H -5.021 0.197 3.000
H -5.004 2.400 1.397
H -2.430 2.879 0.788
H 1.271 1.715 4.578
H 1.014 4.225 5.666
H -0.456 5.675 3.898
H -1.008 4.024 1.831
H 1.122 -1.084 -3.222
H -0.476 -0.260 -5.230
H -1.336 2.282 -4.523
H -0.099 2.847 -2.178
H 2.119 2.521 -3.659
H 4.423 3.824 -4.200
H 6.232 2.992 -2.329
H 4.884 1.203 -0.732
O 1.345 -2.249 1.651
C 1.677 -3.483 1.842
O 1.306 -4.492 1.203
H 2.396 -3.644 2.678
```

Löwdin atomic charge list, values in e, 4 entries: atom 1 (Mn): 0.70, atom 2 (C): -0.11, atom 3 (C): -0.10, atom 4 (C): -0.21

# 6
The following is a DFT calculation (wB97M-V/def2-TZVPD) of a structure of composition C28H37BBrN9V in a non-equilibrium geometry.

Summary:
E_LUMO (spin up / spin down)	-0.82 / -0.33	eV
frontier orbital gap (spin up / spin down)	5.60 / 6.11	eV
HOMO energy (spin up / spin down)	-6.429 / -6.444	eV
2S+1	2
energy above the lowest of the compared OMol25 structures with the same formula, charge and spin	88.2	kcal/mol
expectation value of S²	0.82

```
77
C28H37BBrN9V wB97M-V/def2-TZVPD
V 0.036 -0.028 -0.384
C 3.509 -1.098 0.344
C 2.883 0.156 0.850
C 3.433 1.176 1.621
C 2.404 2.078 1.830
N 1.301 1.621 1.234
N 1.604 0.453 0.616
B -0.013 2.475 1.052
N 0.155 3.130 -0.341
C -0.035 4.336 -0.881
C 0.045 4.216 -2.253
C 0.275 2.854 -2.487
C 0.389 2.140 -3.793
N 0.341 2.201 -1.329
N -1.410 1.746 0.914
C -2.566 2.264 1.331
C -3.608 1.629 0.672
C -3.004 0.709 -0.179
C -3.607 -0.277 -1.122
N -1.681 0.801 -0.026
N -0.101 3.336 2.269
C 0.095 4.640 2.616
C 0.026 4.701 3.984
C -0.216 3.356 4.405
C -0.337 2.807 5.789
N -0.294 2.572 3.352
H 4.167 -1.509 1.107
H 4.110 -0.899 -0.546
H 2.745 -1.833 0.094
H 4.447 1.249 1.973
H 2.401 3.002 2.384
H -0.224 5.205 -0.273
H -0.054 4.997 -2.987
H 0.489 2.852 -4.609
H -0.502 1.534 -3.964
H 1.248 1.469 -3.796
H -2.591 3.045 2.071
H -4.662 1.793 0.809
H -4.387 -0.844 -0.616
H -2.839 -0.966 -1.472
H -4.054 0.229 -1.978
H 0.279 5.413 1.888
H 0.127 5.576 4.605
H -0.425 3.611 6.519
H 0.543 2.209 6.028
H -1.198 2.144 5.860
C 0.518 -3.335 1.975
C -0.696 -3.808 1.167
C -1.913 -2.889 1.329
C -0.290 -4.000 -0.275
C -0.203 -5.314 -0.727
C 0.171 -5.624 -2.019
C 0.453 -4.597 -2.898
C 0.386 -3.269 -2.505
C 0.700 -2.222 -3.568
C 1.942 -1.388 -3.225
C -0.510 -1.319 -3.844
C 0.032 -2.959 -1.170
N 0.026 -1.599 -0.808
H 0.276 -3.269 3.033
H 0.829 -2.344 1.654
H 1.352 -4.032 1.842
H -0.984 -4.791 1.545
H -1.653 -1.855 1.135
H -2.292 -2.947 2.347
H -2.706 -3.194 0.637
H -0.438 -6.111 -0.033
H 0.230 -6.657 -2.339
H 0.726 -4.831 -3.921
H 0.916 -2.769 -4.488
H 1.760 -0.763 -2.351
H 2.205 -0.744 -4.067
H 2.792 -2.038 -3.013
H -0.724 -0.694 -2.977
H -1.395 -1.917 -4.066
H -0.312 -0.671 -4.699
Br -0.438 -0.321 3.145
```

Löwdin atomic charge list, values in e, 4 entries: atom 1 (V): 0.94, atom 2 (C): -0.01, atom 3 (C): -0.30, atom 4 (C): 0.02

no.,total energy (Ha)
1,-2333.2513
2,-2377.2483
3,-6204.7839
4,-5868.6984
5,-3291.5834
6,-5124.9341